# 1
Here is a 3-piece molecular cluster, C34H59IN4O7 overall from OMol25. Energies are from ωB97M-V/def2-TZVPD.

## Properties
structure (SMILES): C#CC[C@@]1(OC(=O)c2ccccc2)NC(=O)C[C@]1(CCCCCN)[C@@H](I)CC.COCCNCCOC.COCCNCCOC
orbital gap: 8.5 eV
charge: 0
LUMO energy: 0.230 eV

CARTESIAN COORDINATES (ANGSTROEM)
C 1.40417 3.79162 0.94681
C 1.34597 4.14865 -0.20274
C 1.38629 4.66164 -1.61554
C 1.50254 3.50311 -2.69956
O 2.85311 3.05533 -2.51899
C 2.98357 1.75817 -2.02290
O 2.68855 1.39310 -0.92933
C 3.63575 0.73808 -2.98265
C 5.06594 0.75971 -3.02995
C 5.71926 -0.12550 -3.91289
C 4.98395 -1.01691 -4.73569
C 3.56832 -1.07815 -4.66918
C 2.92524 -0.17578 -3.77174
N 0.40671 2.60166 -2.37046
C -0.08333 1.86421 -3.50376
O -0.87326 0.96623 -3.51518
C 0.71755 2.50928 -4.67784
C 1.08183 3.95097 -4.16189
C -0.28579 4.73727 -4.21493
C -1.00059 4.71754 -5.61864
C -2.48468 4.17368 -5.50523
C -2.62924 2.68992 -5.96770
C -3.88621 1.94050 -5.41517
N -4.33560 2.39595 -4.08942
C 2.10982 4.71494 -5.04875
I 2.60560 6.70186 -4.25544
C 3.43131 3.91465 -5.37836
C 4.72941 4.40972 -4.64461
H 1.73833 3.50667 1.93951
H 2.32310 5.25065 -1.70790
H 0.53179 5.33822 -1.80118
H 5.60576 1.46443 -2.37663
H 6.81898 -0.10126 -3.94215
H 5.48214 -1.68759 -5.44897
H 2.96833 -1.75440 -5.28947
H 1.82502 -0.20218 -3.74356
H -0.35794 2.97561 -1.81982
H 0.35962 2.39274 -5.71292
H 1.65306 1.90121 -4.67554
H -0.16112 5.80718 -3.93422
H -1.02526 4.34222 -3.48224
H -0.42919 4.22247 -6.42599
H -1.12100 5.77825 -5.93851
H -3.07740 4.78665 -6.22126
H -2.88877 4.39003 -4.49994
H -1.74816 2.05578 -5.76516
H -2.74499 2.71820 -7.07583
H -3.58503 0.86637 -5.30583
H -4.73172 1.91918 -6.13959
H -3.54907 2.68377 -3.51541
H -4.84613 1.65889 -3.61385
H 1.63086 4.94075 -6.02346
H 3.36848 2.82973 -5.17525
H 3.64464 4.01568 -6.46729
H 4.59401 4.50843 -3.55091
H 5.47365 3.58446 -4.77081
H 5.18283 5.30074 -5.11140
C 0.16394 -4.93769 3.65692
O -0.22126 -4.61230 2.33276
C -1.01674 -3.43133 2.25958
C -0.28392 -2.35610 1.47593
N 0.85690 -1.85111 2.23371
C 1.73447 -0.97515 1.45637
C 2.51399 -1.61083 0.30546
O 3.49229 -2.55317 0.72561
C 3.02065 -3.88266 0.85610
H 0.70778 -5.88232 3.62852
H 0.82425 -4.16984 4.07143
H -0.71381 -5.05915 4.29738
H -1.30773 -3.07081 3.25112
H -1.93187 -3.69704 1.72016
H -0.97148 -1.53104 1.26723
H 0.03439 -2.79404 0.52151
H 1.39942 -2.63638 2.57105
H 2.46195 -0.56023 2.16013
H 1.15170 -0.13256 1.07318
H 3.06743 -0.80952 -0.18530
H 1.85761 -2.03766 -0.46225
H 2.22670 -4.11286 0.14044
H 2.67456 -4.07188 1.87569
H 3.85920 -4.55505 0.66658
C -4.59751 -5.57976 9.70371
O -4.98528 -5.26518 8.37782
C -5.76052 -4.07180 8.29047
C -5.01196 -3.02319 7.48591
N -3.85723 -2.52749 8.22968
C -2.96796 -1.68161 7.43545
C -2.20637 -2.35112 6.29018
O -1.24612 -3.30309 6.71926
C -1.74145 -4.62225 6.87407
H -4.07088 -6.53378 9.68227
H -3.92081 -4.81929 10.10596
H -5.47289 -5.67944 10.35241
H -6.03974 -3.69070 9.27690
H -6.68282 -4.32900 7.76010
H -5.68513 -2.18909 7.26746
H -4.70693 -3.48245 6.53718
H -3.32782 -3.31740 8.57675
H -2.22916 -1.26941 8.12850
H -3.53712 -0.83414 7.04215
H -1.63745 -1.56698 5.78116
H -2.87511 -2.77780 5.53330
H -2.54378 -4.85088 6.16696
H -2.08203 -4.78643 7.89937
H -0.91534 -5.31134 6.69096

Mulliken atomic charge list, values in e, 99 entries:
1. C -0.071
2. C -0.990
3. C -0.277
4. C -0.279
5. O -0.040
6. C -0.281
7. O -0.343
8. C 1.023
9. C -0.279
10. C -0.701
11. C -0.413
12. C -0.955
13. C 0.137
14. N 0.177
15. C -0.252
16. O -0.619
17. C -0.238
18. C 1.117
19. C -1.354
20. C -0.850
21. C -0.912
22. C -0.201
23. C -0.627
24. N -0.653
25. C -1.354
26. I 0.018
27. C 0.219
28. C -1.600
29. H 0.432
30. H 0.312
31. H 0.402
32. H 0.471
33. H 0.389
34. H 0.367
35. H 0.438
36. H 0.453
37. H 0.430
38. H 0.705
39. H -0.312
40. H 0.559
41. H 0.543
42. H 0.518
43. H 0.345
44. H 0.370
45. H 0.434
46. H -0.037
47. H 0.353
48. H 0.321
49. H 0.380
50. H 0.157
51. H 0.282
52. H 0.627
53. H -0.049
54. H 0.531
55. H 0.339
56. H 0.413
57. H 0.422
58. C -0.657
59. O -0.386
60. C -0.398
61. C -0.259
62. N -0.200
63. C -0.772
64. C 0.000
65. O -0.458
66. C -0.608
67. H 0.280
68. H 0.310
69. H 0.299
70. H -0.038
71. H 0.429
72. H 0.400
73. H 0.204
74. H 0.090
75. H 0.327
76. H 0.331
77. H 0.102
78. H 0.230
79. H 0.279
80. H 0.197
81. H 0.305
82. C -0.752
83. O -0.343
84. C -0.801
85. C -0.184
86. N -0.317
87. C -1.048
88. C -0.202
89. O -0.414
90. C -0.732
91. H 0.245
92. H 0.322
93. H 0.349
94. H 0.409
95. H 0.386
96. H 0.378
97. H 0.165
98. H 0.122
99. H 0.393

***

# 2
Here is a 2-piece molecular cluster, C10H13ClSi overall from OMol25. Energies are from ωB97M-V/def2-TZVPD.

## Properties
orbital gap: 8.0 eV
charge: 0
LUMO energy: 0.139 eV

CARTESIAN COORDINATES (ANGSTROEM)
C -2.19639 0.62804 -2.73931
C -2.71060 -0.13187 -1.65015
C -0.88280 1.05048 -2.73260
C -1.92824 -0.41799 -0.53775
C -0.17734 0.96646 -1.53456
C -0.69136 0.20116 -0.52057
C -0.56479 -2.29437 3.09046
C 0.41938 -2.03552 2.26620
C 1.19969 1.61453 -1.51691
C 2.76223 0.12390 1.39986
Si 0.92210 -0.22581 1.88771
Cl 0.04492 1.17551 3.21171
H -2.68623 0.80809 -3.71230
H -3.78733 -0.40090 -1.83217
H -0.60702 1.53978 -3.65796
H -2.26538 -1.02925 0.18751
H -0.70156 -3.33555 3.33333
H -1.08779 -1.53166 3.54216
H 0.97767 -2.84354 2.02033
H 1.43502 1.94438 -2.43485
H 1.07874 2.48376 -0.98627
H 2.08086 0.99393 -1.01113
H 2.96841 -0.33169 0.52225
H 2.95951 1.15597 1.29079
H 3.43831 -0.10784 2.11423

The Mulliken scheme yields these atomic charges, measured in e:
1. C -0.484
2. C -0.320
3. C -0.511
4. C -0.779
5. C 0.620
6. C 0.176
7. C -0.731
8. C -0.317
9. C -1.422
10. C -1.322
11. Si 0.758
12. Cl -0.292
13. H 0.293
14. H 0.255
15. H 0.283
16. H 0.590
17. H 0.250
18. H 0.279
19. H 0.431
20. H 0.526
21. H 0.359
22. H 0.085
23. H 0.418
24. H 0.373
25. H 0.482

***

# 3
Here is a 2-piece molecular cluster, C24H40FIN3O6S overall from OMol25. Energies are from ωB97M-V/def2-TZVPD.

## Properties
orbital gap: 8.4 eV
charge: +1
LUMO energy: -3.109 eV

CARTESIAN COORDINATES (ANGSTROEM)
C 1.27246 2.86904 2.47887
C 1.43723 3.92700 1.65108
C 0.24601 4.75182 1.11077
O 0.27310 5.94164 1.25588
O -0.85648 4.17524 0.46572
C -2.02853 4.19452 1.30748
C -3.29887 4.77461 0.61075
C -3.83655 3.89447 -0.58799
C -4.57023 2.59792 -0.06969
C -4.32836 1.40856 -1.09502
C -3.86337 0.08252 -0.39568
C -2.44297 0.21554 0.32541
C -1.35545 0.62244 -0.72951
O 0.00310 0.45789 -0.32121
C 0.27985 -0.89596 0.14452
C 0.26854 -1.80604 -1.13609
C 0.93084 -1.03628 -2.35346
O 0.29165 -0.74217 -3.30947
I 3.00802 -0.42778 -2.34719
C -0.68314 -1.27822 1.30858
C -0.54165 -2.68440 1.99831
C 0.62357 -3.63680 1.56268
C 2.09050 -3.08381 1.82714
C 3.08983 -3.30777 0.63970
S 3.35952 -5.10936 0.25864
C 4.88226 -5.03755 -0.73204
N 6.07285 -5.60753 -0.54476
N 6.80330 -5.13365 -1.61223
C 6.06491 -4.33702 -2.36306
O 4.77257 -4.23850 -1.83813
C -0.51111 -0.19015 2.46475
C -1.71668 -0.22527 3.51644
F 0.66299 -0.38988 3.21138
N -2.09856 -1.17670 0.77965
H 0.28275 2.76788 2.98707
H 2.05124 2.11957 2.72761
H 2.47052 4.21802 1.36593
H -1.81661 4.85736 2.19260
H -2.25935 3.17133 1.73403
H -4.12277 4.77591 1.38264
H -3.17157 5.83806 0.27238
H -4.57924 4.49076 -1.17919
H -3.01195 3.61454 -1.29938
H -5.68189 2.72922 0.03894
H -4.20410 2.28884 0.94617
H -3.65387 1.66033 -1.94797
H -5.33269 1.18239 -1.55404
H -3.87661 -0.82837 -1.04760
H -4.59042 -0.10413 0.45171
H -2.60217 0.93714 1.15551
H -1.49754 1.72177 -0.92936
H -1.59280 0.11645 -1.71258
H 1.34712 -0.84233 0.49370
H 0.89129 -2.73949 -1.04612
H -0.73563 -2.12681 -1.50732
H -0.46904 -2.58152 3.11688
H -1.50619 -3.25432 1.83437
H 0.54067 -4.53983 2.23468
H 0.49807 -4.07330 0.53221
H 2.13201 -2.00209 2.09945
H 2.52636 -3.63538 2.70750
H 2.86707 -2.72675 -0.28695
H 4.09334 -2.93791 0.99755
H 6.29576 -3.75359 -3.27159
H -0.48864 0.85467 2.07807
H -2.37099 0.65618 3.29194
H -2.27556 -1.19073 3.47720
H -1.28807 -0.03316 4.53528
H -2.20346 -1.77047 -0.06181
H -2.78403 -1.56628 1.44764
C 4.32929 0.84507 -6.13912
O 4.46256 -0.55854 -5.95037
H 4.69684 1.09842 -7.13156
H 3.27780 1.13366 -6.06006
H 4.91880 1.38025 -5.38968
H 4.13252 -0.76121 -5.06855

The Mulliken scheme yields these atomic charges, measured in e:
1. C -0.716
2. C -0.182
3. C 0.470
4. O -0.473
5. O -0.238
6. C 0.230
7. C -1.134
8. C -0.650
9. C -0.461
10. C -1.007
11. C -1.024
12. C 1.040
13. C -0.376
14. O -0.263
15. C -0.402
16. C -0.385
17. C -0.356
18. O -0.456
19. I 0.022
20. C 0.869
21. C -1.066
22. C -1.019
23. C -0.672
24. C -0.328
25. S -0.150
26. C 0.419
27. N -0.332
28. N -0.311
29. C 0.013
30. O -0.173
31. C 0.467
32. C -1.299
33. F -0.414
34. N -0.233
35. H 0.266
36. H 0.302
37. H 0.374
38. H 0.565
39. H -0.251
40. H 0.327
41. H 0.353
42. H 0.363
43. H 0.354
44. H 0.494
45. H 0.232
46. H 0.457
47. H 0.442
48. H 0.447
49. H 0.390
50. H -0.796
51. H 0.086
52. H 0.211
53. H 0.602
54. H 0.339
55. H 0.511
56. H 0.405
57. H 0.288
58. H 0.544
59. H 0.514
60. H 0.175
61. H 0.566
62. H -0.201
63. H 0.608
64. H 0.404
65. H -0.279
66. H 0.229
67. H 0.316
68. H 0.480
69. H 0.785
70. H 0.745
71. C -0.492
72. O -0.485
73. H 0.252
74. H 0.233
75. H 0.234
76. H 0.202

***

- Which value of charge does entry 3 give?
  +1